1.
The following is a quantum chemistry calculation of a structure of composition C2H8Si2 at a distorted geometry, from the OMol25 dataset.

```
12
Properties=species:S:1:pos:R:3
C -0.587 0.206 1.840
C 0.106 -0.201 0.027
Si 1.618 0.780 -0.309
Si -1.334 -0.857 -1.008
H -1.477 -0.207 1.956
H 0.187 0.617 2.500
H 2.896 -0.019 -0.450
H 2.029 1.760 0.608
H 1.583 1.387 -1.759
H -2.250 0.146 -0.593
H -0.802 -0.598 -2.406
H -1.464 -2.288 -0.327
```

Calculated values
- HOMO-LUMO gap (spin up / spin down) (eV) = 8.7 / 8.6
- total energy (eV) = -17952.0819
- LUMO (spin up / spin down) (eV) = -0.100 / -0.586
- relative energy (zero: lowest compared OMol25 entry of this formula, charge and spin) (kcal per mole) = 111.84

2.
The following is a quantum chemistry calculation of a cluster of 2 separate species, C30H32NO2 in total at a distorted geometry, from the OMol25 dataset.

```
65
Properties=species:S:1:pos:R:3
C 1.388 3.171 -4.459
C -0.104 3.234 -4.110
C -0.144 2.656 -2.727
C 1.191 2.606 -2.257
O 2.124 2.875 -3.206
C 1.487 2.255 -0.932
C 0.444 1.951 -0.095
C -0.881 1.757 -0.596
C -1.789 0.919 0.166
C -2.166 1.137 1.574
C -2.918 2.253 2.065
C -3.388 2.258 3.377
C -2.888 1.290 4.287
O -3.625 1.142 5.423
C -4.815 1.986 5.250
C -4.483 2.982 4.136
C -1.933 0.355 3.888
C -1.815 0.158 2.536
C -1.170 2.187 -1.923
H 1.614 2.357 -5.162
H 1.789 4.109 -4.856
H -0.418 4.292 -4.108
H -0.695 2.678 -4.843
H 2.519 2.225 -0.607
H 0.656 1.748 0.956
H -2.491 0.316 -0.421
H -3.131 3.071 1.375
H -5.646 1.334 4.945
H -5.040 2.423 6.223
H -4.090 3.901 4.600
H -5.369 3.218 3.544
H -1.443 -0.281 4.613
H -1.361 -0.771 2.219
H -2.192 2.133 -2.306
C 2.046 -0.781 1.412
N 1.995 -1.384 0.077
C 0.761 -1.665 -0.492
C -0.426 -1.229 0.065
C -1.612 -2.116 0.157
C -1.341 -3.537 -0.365
C -0.578 -3.529 -1.695
C 0.653 -2.593 -1.691
C 3.240 -1.726 -0.522
C 4.331 -2.204 0.246
C 5.411 -2.830 -0.387
C 5.473 -2.904 -1.782
C 4.475 -2.292 -2.548
C 3.392 -1.671 -1.925
H 2.856 -1.243 1.984
H 2.217 0.305 1.348
H 1.114 -0.977 1.953
H -0.362 -0.274 0.587
H -1.951 -2.191 1.196
H -2.463 -1.671 -0.372
H -0.738 -4.087 0.369
H -2.286 -4.079 -0.458
H -0.254 -4.551 -1.942
H -1.237 -3.216 -2.516
H 0.576 -1.935 -2.576
H 1.549 -3.207 -1.829
H 4.334 -2.134 1.337
H 6.181 -3.291 0.231
H 6.297 -3.415 -2.278
H 4.504 -2.335 -3.635
H 2.624 -1.168 -2.519
```

Calculated values
- HOMO-LUMO gap (eV) = 4.9
- total energy (eV) = -37204.1557
- charge = +1
- LUMO (eV) = -4.946
- relative energy (zero: lowest compared OMol25 entry of this formula, charge and spin) (kcal per mole) = 65.83

Copy entry 1 word for word.
The following is a quantum chemistry calculation of a structure of composition C2H8Si2 at a distorted geometry, from the OMol25 dataset.

```
12
Properties=species:S:1:pos:R:3
C -0.587 0.206 1.840
C 0.106 -0.201 0.027
Si 1.618 0.780 -0.309
Si -1.334 -0.857 -1.008
H -1.477 -0.207 1.956
H 0.187 0.617 2.500
H 2.896 -0.019 -0.450
H 2.029 1.760 0.608
H 1.583 1.387 -1.759
H -2.250 0.146 -0.593
H -0.802 -0.598 -2.406
H -1.464 -2.288 -0.327
```

Calculated values
- HOMO-LUMO gap (spin up / spin down) (eV) = 8.7 / 8.6
- total energy (eV) = -17952.0819
- LUMO (spin up / spin down) (eV) = -0.100 / -0.586
- relative energy (zero: lowest compared OMol25 entry of this formula, charge and spin) (kcal per mole) = 111.84

Among the records above, which one has the highest relative energy (zero: lowest compared OMol25 entry of this formula, charge and spin)?
C2H8Si2

The lowest relative energy (zero: lowest compared OMol25 entry of this formula, charge and spin) belongs to which entry?
C30H32NO2

Which formula does entry 1 have?
C2H8Si2